[1]
165
Properties=species:S:1:pos:R:3 method="wB97M-V/def2-TZVPD" total_energy_ha=-6096.331357 de_lowest_kj_mol=0.00 smiles="C=CCc1c(CCCCCCCCCC)c2c(c(P(=O)(O)O)c1CCOC=O)C(=O)NC2=O.CCOC(=O)C(F)(F)F.CCOC(=O)C(F)(F)F.CCOC(=O)C(F)(F)F.CCOC(=O)C(F)(F)F.CCOC(=O)C(F)(F)F.CCOC(=O)C(F)(F)F.CCOC(=O)C(F)(F)F" homo_lumo_gap_ev=8.28
C 5.31854 5.02379 4.46784
C 5.93453 4.52479 3.35240
C 5.25112 4.51540 2.00900
C 3.73775 4.46013 2.17158
C 3.16693 3.18185 2.26632
C 3.97741 1.90845 2.23900
C 3.78150 1.04438 0.96099
C 3.71673 -0.46318 1.25962
C 4.47551 -1.33929 0.23126
C 3.53070 -2.18436 -0.65451
C 3.45295 -3.66896 -0.26534
C 3.11461 -4.52060 -1.49741
C 3.04219 -6.01880 -1.22969
C 2.05817 -6.43079 -0.12729
C 0.59211 -6.11467 -0.45895
C 1.78416 3.12104 2.41407
C 1.00953 4.26640 2.48807
C 1.55902 5.54567 2.42888
P 0.39493 6.93171 2.66148
O -0.51813 6.56727 3.75171
O -0.37969 7.21211 1.30568
O 1.16135 8.28172 3.00770
C 2.95682 5.63717 2.23754
C 3.66505 6.97744 2.09379
C 3.26861 7.67881 0.77849
O 2.99134 9.07426 0.98171
C 1.89469 9.52101 0.34451
O 1.39134 10.57343 0.60184
C -0.42553 3.80829 2.64740
O -1.44602 4.41668 2.54297
N -0.40030 2.40431 2.92295
C 0.89561 1.92852 2.54300
O 1.14074 0.77971 2.32355
H 4.38921 4.60228 4.84517
H 5.70110 5.88092 5.01668
H 6.92958 4.08968 3.43775
H 5.56045 5.41310 1.48051
H 5.57147 3.66402 1.40911
H 3.65637 1.30990 3.09379
H 5.03790 2.09930 2.35780
H 2.86700 1.35900 0.46184
H 4.65606 1.19955 0.32864
H 4.12834 -0.67408 2.24905
H 2.68507 -0.80503 1.27803
H 5.08962 -2.04835 0.78783
H 5.12103 -0.74921 -0.41878
H 3.88778 -2.15206 -1.68768
H 2.52532 -1.75828 -0.66888
H 2.64744 -3.82924 0.45395
H 4.39861 -3.99856 0.17110
H 3.84507 -4.30305 -2.28023
H 2.14966 -4.15803 -1.86224
H 4.02054 -6.42565 -0.95929
H 2.73839 -6.53445 -2.14667
H 2.13820 -7.50996 0.01593
H 2.34561 -5.96499 0.81674
H 0.18713 -6.94383 -1.04032
H 0.50193 -5.22196 -1.07751
H -0.00949 -5.98343 0.43850
H -1.13202 6.59415 1.32946
H 1.75618 8.07588 3.74028
H 4.73364 6.81617 2.05080
H 3.48918 7.63173 2.94039
H 2.39710 7.17447 0.35713
H 4.06747 7.60440 0.03876
H 1.47120 8.87833 -0.44289
H -0.54437 2.19045 3.90789
C 7.65868 11.37460 -0.12199
C 6.39521 10.58480 -0.38200
O 6.21705 10.31732 -1.78861
C 6.92521 9.31503 -2.28224
O 7.68618 8.61073 -1.68760
C 6.59207 9.13344 -3.77684
F 6.59812 10.30229 -4.42199
F 5.37174 8.59132 -3.90629
F 7.47090 8.32797 -4.35935
H 7.65845 12.29335 -0.70876
H 7.73143 11.62903 0.93462
H 8.54371 10.80489 -0.40287
H 5.52226 11.15940 -0.08077
H 6.38086 9.64876 0.17586
C -4.12108 -10.68229 -3.27276
C -4.69223 -9.36044 -2.81179
O -4.44073 -9.14024 -1.40726
C -3.23418 -8.70464 -1.08394
O -2.33101 -8.46341 -1.82628
C -3.18260 -8.50774 0.44423
F -3.70879 -9.56912 1.07575
F -3.89804 -7.43039 0.79801
F -1.94570 -8.33870 0.89153
H -4.49956 -11.47842 -2.65135
H -4.38878 -10.86732 -4.31017
H -3.03386 -10.69005 -3.18788
H -5.77530 -9.35973 -2.91540
H -4.30799 -8.52285 -3.39297
C -6.85968 -9.69698 1.98000
C -6.45757 -11.13658 2.20250
O -7.53486 -11.90938 2.77571
C -8.46855 -12.31624 1.93318
O -8.51415 -12.11772 0.75543
C -9.51789 -13.15454 2.69091
F -9.89281 -12.55612 3.82547
F -9.00771 -14.35387 3.00211
F -10.59892 -13.34294 1.94196
H -7.21898 -9.25080 2.90808
H -6.00992 -9.12430 1.61916
H -7.66298 -9.62053 1.24773
H -5.64404 -11.19706 2.92172
H -6.11717 -11.60672 1.28056
C -1.32278 11.35080 -0.84349
C -2.53430 10.48977 -1.11069
O -2.64637 10.16518 -2.51667
C -1.85609 9.20088 -2.94570
O -1.06576 8.57058 -2.30401
C -2.11125 8.94302 -4.44309
F -2.16167 10.08025 -5.14161
F -3.27731 8.30853 -4.62008
F -1.14330 8.18507 -4.95440
H -1.34647 12.25098 -1.45964
H -1.28715 11.64064 0.20480
H -0.40668 10.81676 -1.07710
H -3.45107 11.01808 -0.85951
H -2.51174 9.57306 -0.52239
C -0.32717 4.92124 6.71074
C 0.42586 4.19379 7.79961
O -0.46902 3.44923 8.65300
C -0.88740 2.29461 8.16360
O -0.60135 1.81675 7.10427
C -1.79711 1.59236 9.19150
F -2.69665 2.43864 9.70021
F -1.05762 1.11312 10.20073
F -2.44531 0.57953 8.62964
H -1.09287 5.56819 7.13804
H 0.35151 5.53095 6.11611
H -0.82981 4.22441 6.04133
H 0.93569 4.89860 8.45274
H 1.18007 3.52219 7.38929
C -8.70491 -16.36597 -3.51586
C -8.00619 -15.98417 -4.80183
O -7.19449 -14.80242 -4.63108
C -6.01691 -14.98438 -4.05788
O -5.55191 -16.01406 -3.67163
C -5.26881 -13.63862 -3.98331
F -6.07048 -12.66443 -3.53404
F -4.82879 -13.27966 -5.19804
F -4.21516 -13.73163 -3.17946
H -9.28965 -15.52733 -3.13718
H -9.36981 -17.21151 -3.68756
H -7.98638 -16.64218 -2.74537
H -8.73223 -15.72475 -5.56874
H -7.39393 -16.79865 -5.18692
C 1.73576 5.84530 -4.93774
C 0.54144 4.95801 -5.21384
O 0.46597 4.59820 -6.60817
C 1.26982 3.62327 -7.00010
O 2.04394 3.01300 -6.32505
C 1.03988 3.33536 -8.49747
F 1.00352 4.46578 -9.20988
F -0.12668 2.69897 -8.66707
F 2.00901 2.56776 -8.98230
H 1.71185 6.72413 -5.58269
H 1.73329 6.17047 -3.89784
H 2.66910 5.31863 -5.13459
H -0.37919 5.49291 -4.99275
H 0.55623 4.06010 -4.59705

---

[2]
14
Properties=species:S:1:pos:R:3 method="wB97M-V/def2-TZVPD" total_energy_ha=-324.364972 de_lowest_kj_mol=943.86 homo_lumo_gap_ev="7.07 / 7.06"
C -0.69944 -1.05505 -0.13455
C -0.54393 0.34995 -0.76524
O -0.92967 1.40650 0.09645
C 0.33127 1.45040 0.88043
C 0.22045 0.28630 1.75529
N 0.40773 -0.58732 0.77195
C 0.89559 0.35290 -0.23556
H -1.61269 -1.34725 0.38331
H -0.29426 -1.80746 -0.81063
H -0.77350 0.52862 -1.81773
H 0.49542 2.47183 1.23848
H 1.19370 -1.49878 -2.50678
H -0.11372 0.08919 2.76894
H 1.42306 -0.63984 -1.62433

---

[3]
97
Properties=species:S:1:pos:R:3 method="wB97M-V/def2-TZVPD" total_energy_ha=-3318.267045 smiles="CCB(O)[C@@]1(CCC(=O)O)OC(=O)O[C@]1(F)[C@@H](I)[C@H](C)I.COC(=O)OC.COC(=O)OC.COC(=O)OC.COC(=O)OC.COC(=O)OC" homo_lumo_gap_ev=9.16
C 2.22689 2.33814 2.47088
C 2.09686 3.88770 1.95216
B 0.79561 4.71144 2.52842
O -0.11633 3.98244 3.47479
C 0.40299 6.25764 2.10874
C -0.40353 6.14324 0.68659
C -1.79896 5.28548 0.74114
C -2.85424 5.75885 1.91413
O -3.01480 4.95578 2.99972
O -3.63350 7.01636 1.90731
O -0.19024 6.97623 3.24752
C -0.17629 8.41126 2.91193
O -0.92314 9.40684 3.41008
O 0.82164 8.59233 1.81886
C 1.64209 7.33632 1.81000
F 2.28798 7.37350 3.17090
C 2.59273 7.09184 0.49404
I 1.88819 8.32447 -1.21059
C 4.17226 7.41663 0.90910
C 4.41364 8.95355 1.42726
I 5.51681 6.97596 -0.80544
H 1.22731 1.84265 2.82259
H 2.60246 1.69618 1.53819
H 3.03390 2.23540 3.33309
H 1.98747 3.85789 0.77694
H 3.10563 4.47050 2.17449
H 0.35914 3.91432 4.37140
H -0.62908 7.18393 0.16617
H 0.32334 5.56972 -0.06580
H -1.63421 4.11128 0.76382
H -2.35595 5.49441 -0.29381
H -3.47720 7.40315 2.84015
H 2.57500 5.95355 0.13612
H 4.40220 6.69096 1.82192
H 3.52230 9.61396 1.04582
H 4.33833 8.95864 2.61842
H 5.47975 9.39264 1.18133
C -0.34858 0.40632 6.02710
O 0.67059 -0.28061 5.30353
C 1.56643 -0.93434 6.08545
O 1.55965 -0.97258 7.30590
O 2.47123 -1.53826 5.27421
C 3.48249 -2.26941 5.96488
H -1.00788 0.89274 5.30298
H -0.94460 -0.29765 6.61686
H 0.08744 1.17875 6.66882
H 3.03956 -3.08035 6.55203
H 4.07164 -1.60388 6.60405
H 4.15001 -2.70983 5.21909
C 0.16066 -0.21926 -2.62402
O 1.43629 -0.64430 -3.09966
C 2.46587 -0.36698 -2.26041
O 2.37879 0.19392 -1.17928
O 3.60929 -0.82187 -2.83240
C 4.78391 -0.59692 -2.05529
H -0.58748 -0.49155 -3.37353
H -0.09046 -0.72633 -1.68677
H 0.13925 0.86774 -2.49533
H 4.71756 -1.11918 -1.09539
H 4.94728 0.47498 -1.90394
H 5.63702 -1.00019 -2.60786
C -3.89830 -5.38597 -4.99606
O -3.03963 -4.25231 -4.88822
C -1.73030 -4.55888 -4.70667
O -1.26056 -5.68358 -4.63299
O -1.03402 -3.39724 -4.62128
C 0.36888 -3.56689 -4.42805
H -4.92009 -5.02374 -5.13872
H -3.62507 -5.99614 -5.86304
H -3.86911 -5.98108 -4.07760
H 0.81262 -4.10426 -5.27238
H 0.56858 -4.08925 -3.48686
H 0.82500 -2.57452 -4.37412
C -8.52872 -5.23320 -0.05348
O -7.32695 -5.17665 -0.81943
C -6.92401 -3.91970 -1.13406
O -7.49218 -2.88505 -0.82151
O -5.77926 -4.01328 -1.85676
C -5.23597 -2.75786 -2.26051
H -8.75682 -6.28485 0.14044
H -8.39792 -4.72624 0.90803
H -9.36332 -4.79724 -0.61201
H -4.97348 -2.15207 -1.38719
H -5.93896 -2.22302 -2.90728
H -4.32350 -2.95228 -2.83090
C -1.06916 -8.86433 -3.58859
O 0.20647 -9.28938 -4.06423
C 1.23605 -9.01205 -3.22498
O 1.14897 -8.45115 -2.14386
O 2.37946 -9.46695 -3.79698
C 3.55409 -9.24199 -3.01987
H -1.81730 -9.13662 -4.33810
H -1.32029 -9.37140 -2.65134
H -1.09057 -7.77734 -3.45990
H 3.48774 -9.76425 -2.05997
H 3.71746 -8.17009 -2.86851
H 4.40719 -9.64526 -3.57243